Computed, not measured: a 17-piece molecular cluster, C3H42N2O16 overall at a distorted geometry, with wB97M-V/def2-TZVPD.

The HOMO energy comes out at -9.37 eV. The HOMO-LUMO gap comes out at 9.23 eV.

Geometry as XYZ:
```
63
Properties=species:S:1:pos:R:3:forces:R:3
C -0.19443 -0.38645 -1.51758 0.1 -0.9 -0.2
C -0.19408 0.28439 -0.16397 1.4 0.9 -0.1
C -0.00654 1.84553 -0.35890 -0.8 -2.0 0.0
N 0.53920 2.47556 0.84897 0.1 -0.1 -0.7
N -0.50783 -1.86747 -1.35194 0.3 1.1 -1.3
H -0.79132 0.17773 -2.24828 -0.7 -0.5 0.2
H 0.78483 -0.31575 -2.00534 -0.1 0.0 0.6
H -0.99814 -0.04961 0.46199 -0.9 0.0 0.1
H 0.71785 -0.06168 0.35610 -0.1 0.2 0.0
H -0.99128 2.29513 -0.66099 1.1 -0.4 0.3
H 0.64121 1.71065 -1.24306 0.2 1.5 0.3
H 1.54160 2.63559 0.76864 -0.1 -0.3 -0.2
H 0.12798 3.38692 0.92509 -0.3 0.5 0.3
H -0.57709 -2.26387 -2.29885 0.7 -0.1 0.0
H -1.48496 -1.93992 -1.15289 -0.9 0.1 0.9
H 1.19598 -2.70451 -0.89117 0.1 0.3 0.1
H 2.21421 -3.62818 -1.50642 0.4 0.5 0.6
O 2.18277 -2.81928 -0.94829 -1.0 -0.8 -0.9
H -2.89514 -1.16179 1.64685 0.2 -0.3 0.0
H -2.61921 -2.61567 0.99446 0.2 0.6 0.6
O -3.25090 -1.89213 1.12523 -0.4 -0.3 -0.5
H 0.14794 -1.22557 2.69674 0.0 -0.6 -0.1
H 1.09427 -0.98632 3.91997 -0.8 -0.5 0.0
O 0.28767 -0.67465 3.47329 0.6 0.2 0.6
H -0.04885 -2.32853 -5.03519 -0.6 -0.6 -0.2
H 0.83893 -2.21898 -3.93113 0.3 -0.6 0.4
O 0.12951 -2.83031 -4.22537 0.2 1.0 -0.5
H -3.55209 1.33181 -0.12803 0.5 -0.4 -1.1
H -3.31090 0.83789 -1.67261 -0.3 -0.6 0.4
O -3.37162 1.57735 -1.06820 -0.1 0.3 0.8
H -0.50937 0.83815 4.13923 0.3 0.6 -0.3
H -0.46760 2.43869 3.92739 0.7 -0.2 -0.1
O -0.99964 1.67369 4.13267 -0.9 0.0 0.6
H 3.07982 -2.81909 0.60657 0.5 -0.3 0.0
H 3.60888 -1.91991 1.70277 0.4 -1.3 -0.2
O 3.79007 -2.80647 1.27277 -0.8 1.7 0.5
H 3.48993 -0.64454 -1.00016 -0.5 0.3 -0.1
H 4.93734 -0.66214 -1.06461 0.7 0.2 0.0
O 4.21213 -0.07647 -1.29460 0.0 -0.9 0.0
H 0.06323 -2.33790 0.68544 0.6 -0.3 -0.3
H 0.92373 -3.28639 1.69161 0.5 0.2 -0.5
O 0.06712 -2.93951 1.44196 -1.1 0.3 0.7
H -2.78056 4.44663 1.04481 -0.3 -0.2 0.1
H -1.83747 5.19854 0.21112 -0.2 0.0 0.9
O -2.01226 4.99968 1.15693 0.9 0.4 -0.6
H -4.03044 3.77425 -0.38704 0.0 0.5 -0.5
H -2.97873 3.37374 -1.33167 -0.4 0.6 0.0
O -3.41130 4.19632 -1.01107 -0.1 -0.8 0.1
H -1.68431 1.01681 1.90149 0.6 0.7 0.6
H -2.70507 1.98769 2.62418 0.7 0.0 0.6
O -2.59151 1.29372 1.98213 -1.7 -0.8 -1.5
H -4.01309 -1.88764 -0.65203 0.5 0.8 -0.2
H -4.56302 -2.75373 -1.62927 -0.2 -0.3 -1.0
O -4.03512 -1.95083 -1.63086 -0.2 -0.4 1.2
H 1.96609 -0.13287 2.93397 -0.3 0.9 -0.7
H 3.03051 0.43399 1.89759 -0.4 0.5 0.0
O 2.86822 -0.17822 2.61510 1.1 -0.8 0.1
H 3.96933 1.53795 -0.75214 -1.0 0.0 0.7
H 4.13209 2.94742 -0.49332 -0.2 0.9 0.3
O 3.49441 2.26756 -0.27261 1.0 -0.6 -0.7
H 2.12386 -1.77846 -2.39403 0.1 0.6 -1.1
H 3.07572 -1.48906 -3.55963 -0.9 0.3 0.0
O 2.13742 -1.34946 -3.30382 1.4 -0.6 1.0
```
Forces are in eV/Å.

Computed, not measured: C3H4AlO4 as an isolated structure at a distorted geometry, with wB97M-V/def2-TZVPD.

The HOMO energy comes out at -14.00 eV. The HOMO-LUMO gap comes out at 4.49 eV. Its total charge is +1.

Geometry as XYZ:
```
12
Properties=species:S:1:pos:R:3:forces:R:3
O 0.41217 0.19761 1.07880 2.4 -1.1 -1.6
C 1.04072 -0.19333 -0.33456 -8.8 0.4 3.0
C -0.97031 -0.12026 1.00309 -0.2 0.1 -0.6
O 1.86164 -1.24963 -0.30267 1.5 -1.6 0.2
O -0.12023 -0.42916 -1.09760 1.5 -0.2 0.0
C -1.18622 0.28576 -0.46972 1.2 1.1 2.4
H -1.53542 0.54954 1.66824 0.4 -0.2 -0.1
H -1.18301 -1.17513 1.23643 0.2 0.3 -0.2
H -2.12941 -0.10939 -0.86563 0.3 1.1 -0.3
Al 2.92739 -0.08568 -0.87085 3.4 -1.4 -0.6
O 1.67991 0.91513 -0.79063 0.0 3.6 -0.4
H -0.79724 1.41455 -0.25490 -1.9 -2.0 -1.9
```
Forces are in eV/Å.

Computed, not measured: C3H4BFI2SSn as an isolated structure at a distorted geometry, with wB97M-V/def2-TZVPD.

The HOMO energy comes out at -16.33 eV. The HOMO-LUMO gap comes out at 5.29 eV. Its total charge is +2.

Geometry as XYZ:
```
13
Properties=species:S:1:pos:R:3:forces:R:3
C 1.51746 -0.18340 0.62798 0.2 0.2 0.2
C 0.47911 0.89802 0.53578 0.2 0.4 -0.3
I 1.33190 2.75368 0.88807 0.0 0.1 0.0
C -0.83393 0.69705 0.33216 0.6 -0.3 -0.1
I -2.30355 2.13021 0.34782 -0.2 0.1 0.0
B -1.47830 -0.67982 0.10148 -0.4 0.6 -0.1
F -1.75294 -1.55555 1.00941 -0.1 -0.4 0.2
S -1.86261 -1.24375 -1.66151 0.7 -0.8 -0.2
H 2.46022 0.14219 0.18252 0.1 -0.1 0.0
H 1.22727 -1.16275 0.12522 -0.1 -0.3 1.2
H 1.71371 -0.47256 1.66318 0.0 -0.2 0.0
H -1.40160 -0.18311 -2.34733 -0.6 0.6 0.1
Sn 0.90326 -1.14022 -1.80478 -0.4 0.2 -1.0
```
Forces are in eV/Å.

Computed, not measured: a 2-piece molecular cluster, C3H4BN overall at a distorted geometry, with wB97M-V/def2-TZVPD.

The HOMO energy comes out at -11.13 eV. The HOMO-LUMO gap comes out at 10.98 eV. Its SMILES is C#CC#N.B.

Geometry as XYZ:
```
9
Properties=species:S:1:pos:R:3:forces:R:3
B 1.66111 -1.14614 0.20309 -2.6 0.4 0.6
C -0.59851 1.05309 0.80242 2.0 0.8 2.2
C -2.19256 0.82452 -1.21665 2.8 0.1 3.1
C -1.42026 0.92589 -0.27295 -2.2 -0.1 -2.3
N 0.16180 1.19508 1.67849 -1.4 -0.3 -1.4
H 2.25385 -0.44006 -0.35893 1.6 2.1 -2.4
H 0.49237 -1.08172 0.21258 -0.3 -0.7 -0.4
H -2.60524 0.32631 -2.01290 -1.2 -0.3 -1.6
H 2.24745 -1.65698 0.96484 1.3 -2.1 2.1
```
Forces are in eV/Å.

Computed, not measured: C3H4BeFO2 as an isolated structure at a distorted geometry, with wB97M-V/def2-TZVPD.

The HOMO energy comes out at -15.72 eV. The HOMO-LUMO gap comes out at 8.45 eV. Its total charge is +1.

Geometry as XYZ:
```
11
Properties=species:S:1:pos:R:3:forces:R:3
O -0.08206 0.33826 1.16118 0.8 -0.1 0.3
Be 2.11295 -0.36862 0.31853 2.4 -2.4 -0.6
C 0.92009 0.54079 0.25425 -4.9 5.7 0.0
C -1.14939 -0.36883 0.51157 -0.5 0.2 -0.1
H -1.85497 0.33791 0.05452 0.3 -0.2 0.1
H -1.66778 -0.96604 1.26875 0.2 0.2 -0.2
F 0.55652 1.63093 -0.55912 1.0 -1.4 1.1
C -0.42818 -1.22019 -0.53745 -1.2 -1.1 -0.1
O 0.87865 -0.61666 -0.60180 1.7 -1.3 -0.5
H -0.90428 -1.16745 -1.52255 0.4 0.0 0.2
H -0.30811 -2.26591 -0.23360 0.0 0.3 -0.1
```
Forces are in eV/Å.

Computed, not measured: C3H4BiLiO3 as an isolated structure at a distorted geometry, with wB97M-V/def2-TZVPD.

The HOMO energy (alpha / beta) comes out at -17.16 / -17.16 eV. The HOMO-LUMO gap (alpha / beta) comes out at 5.91 / 5.90 eV. Its total charge is +2.

Geometry as XYZ:
```
12
Properties=species:S:1:pos:R:3:forces:R:3
H -2.19551 -0.97123 0.83700 0.8 0.4 0.0
O -2.00467 0.64896 -0.43657 1.6 -2.9 1.5
O 0.80836 2.19499 0.07503 2.1 -1.9 2.6
C -1.79054 -0.55541 -0.10930 -3.5 2.1 -2.5
C 1.37503 1.30656 0.63682 -2.5 2.3 -4.4
H -1.58380 -1.27278 -0.93477 0.0 0.4 0.6
Li -0.95547 2.10581 -0.80019 -0.5 0.3 -0.2
Bi 3.36791 -0.03874 0.25354 3.7 1.3 1.4
O 1.87162 -0.93323 -0.50256 -1.2 0.3 1.1
C 0.67371 -0.51429 0.09116 -1.1 -3.2 0.3
H 0.16930 -1.45514 -0.23241 -1.4 1.5 -1.0
H 0.26407 -0.51549 1.12225 2.1 -0.6 0.6
```
Forces are in eV/Å.

Computed, not measured: a 2-piece molecular cluster, C3H4Br2 overall at a distorted geometry, with wB97M-V/def2-TZVPD.

The HOMO energy (alpha / beta) comes out at -8.59 / -8.22 eV. The HOMO-LUMO gap (alpha / beta) comes out at 8.61 / 7.88 eV.

Geometry as XYZ:
```
9
Properties=species:S:1:pos:R:3:forces:R:3
C 1.78292 0.94486 -0.46555 0.8 -1.3 1.9
C 1.34424 -0.04056 0.28591 -0.2 -0.1 -0.2
C -2.18674 -0.47764 -0.09799 0.1 -0.9 -3.0
Br 1.82406 -1.41132 1.40244 0.2 0.3 -0.2
Br -2.14309 -1.58103 1.34176 0.0 -0.4 0.2
H 2.80511 1.30318 -0.46405 0.1 -0.1 -0.3
H 0.99261 1.50927 -0.83308 -1.0 1.3 -1.2
H -2.21214 0.55590 0.03167 0.0 1.4 0.7
H -2.20698 -0.80267 -1.20110 0.1 -0.1 2.2
```
Forces are in eV/Å.

Computed, not measured: C3H4Br2O as an isolated structure at a distorted geometry, with wB97M-V/def2-TZVPD.

The HOMO energy comes out at -8.40 eV. The HOMO-LUMO gap comes out at 9.10 eV.

Geometry as XYZ:
```
10
Properties=species:S:1:pos:R:3:forces:R:3
C -0.45262 0.41265 0.00185 1.1 3.9 -1.5
C -0.48541 1.78056 -0.34807 0.8 -3.1 1.2
C 0.62096 -1.63798 0.26345 -0.1 1.4 -1.8
O 0.72929 -0.22971 0.09544 -0.7 1.2 -0.3
Br -2.08280 2.75400 -0.41734 0.0 -0.1 -0.1
Br 1.15268 2.78587 -0.50245 -0.9 -0.6 0.0
H -1.33867 -0.18615 0.05819 -0.5 0.0 0.2
H 1.45633 -2.00160 -0.30545 0.1 -0.8 -0.2
H -0.35775 -1.91193 -0.12082 0.2 -0.8 0.1
H 0.75798 -1.76570 1.27521 0.1 -1.2 2.3
```
Forces are in eV/Å.

Computed, not measured: the molecule C3H4BrCl at a distorted geometry, with wB97M-V/def2-TZVPD.

The HOMO energy comes out at -9.87 eV. The HOMO-LUMO gap comes out at 8.73 eV. Its SMILES is ClC/C=C/Br.

Geometry as XYZ:
```
9
Properties=species:S:1:pos:R:3:forces:R:3
C -0.95362 0.54692 -0.19296 0.0 -2.0 -1.4
C 0.61496 0.74728 0.14725 -0.8 2.2 1.3
C 1.65806 -0.07991 -0.00911 -1.8 -0.6 0.1
Cl -2.94141 1.42685 0.06568 2.7 -0.6 0.8
Br 3.43340 0.54791 0.15307 -0.3 -0.2 0.0
H -1.10252 0.91570 -1.22806 0.4 -0.8 0.7
H -1.28633 -0.55944 -0.00926 0.6 2.3 -0.5
H 0.97407 1.74723 0.52766 -1.0 -0.8 -0.8
H 1.54642 -1.15064 -0.20286 0.3 0.4 -0.2
```
Forces are in eV/Å.

Computed, not measured: C3H4BrCl as an isolated structure at a distorted geometry, with wB97M-V/def2-TZVPD.

The HOMO energy comes out at -8.69 eV. The HOMO-LUMO gap comes out at 7.59 eV.

Geometry as XYZ:
```
9
Properties=species:S:1:pos:R:3:forces:R:3
C 0.47708 -0.53975 0.37718 1.4 -0.5 1.1
C -0.33595 -1.26426 -0.35971 1.8 0.1 -1.1
C 0.13829 1.65630 0.31563 0.7 0.2 0.2
Cl -1.43963 1.94222 0.77755 -1.2 0.3 0.4
Br 0.35665 2.07732 -1.48647 0.2 0.4 -1.0
H 0.39589 -0.45726 1.42328 -0.8 0.2 1.2
H 1.47178 -0.27226 0.13355 0.8 0.1 -0.9
H 0.12224 -1.53089 -1.33868 -1.5 0.0 0.5
H -1.18635 -1.61143 0.15766 -1.2 -0.7 -0.5
```
Forces are in eV/Å.

| no. | total energy (eV) |
| --- | --- |
| 1 | -39533.4742 |
| 2 | -17951.8709 |
| 3 | -39419.0750 |
| 4 | -5337.2691 |
| 5 | -10379.4152 |
| 6 | -15339.4057 |
| 7 | -143255.4631 |
| 8 | -145306.4447 |
| 9 | -85737.6777 |
| 10 | -85736.0498 |